# C6H11ClF5VW

A structure of composition C6H11ClF5VW in a non-equilibrium geometry (the ωB97M-V functional and the def2-TZVPD basis, the Open Molecules 2025 dataset).

The largest force on an atom comes out at 0.0663 Eh/bohr. Its frontier orbital gap (spin up / spin down) is 3.399 / 5.178 eV. The HOMO energy (spin up / spin down) is -6.5 / -8.1 eV. For the energy above the lowest of the compared OMol25 structures with the same formula, charge and spin, the calculation gives 89.9 kJ/mol.

The geometry in ORCA input format:
```
! RIJCOSX wB97M-V def2-TZVPD def2/J DEFGRID3
* xyz 0 5
W 2.0244 -0.5619 -1.0181
V -1.3660 -0.2351 2.0178
Cl -0.6372 -2.0833 2.9558
F -3.5645 2.1459 0.3562
F -2.2697 0.4182 -0.9338
F -4.9935 0.5031 0.0792
F -3.1890 -1.3363 0.1602
F -4.2231 0.9067 2.0767
C 1.3834 1.0015 -1.9720
C -0.5343 1.6500 2.0519
C -3.8690 0.8846 0.7526
C -2.6819 -0.0216 0.3670
C 1.6234 -2.2938 -1.9223
C 3.8738 -0.4606 -0.2963
H 2.5131 -2.8635 -2.1821
H 4.3349 0.5264 -0.3611
H -0.4362 1.7711 3.1476
H 4.5506 -1.1841 -0.7611
H 1.0114 -2.2080 -2.8196
H 1.0695 -2.9172 -1.2131
H 0.4158 1.6302 1.5120
H 1.6570 2.0198 -1.7006
H 3.7866 -0.7309 0.7656
H 0.6301 0.9262 -2.7552
H -1.1097 2.5125 1.6927
*
```

=====

# C6H11ClN2

An isolated molecule of C6H11ClN2 in a non-equilibrium geometry (the ωB97M-V functional and the def2-TZVPD basis, the Open Molecules 2025 dataset).

The largest force on an atom comes out at 0.0719 Eh/bohr. Its frontier orbital gap is 9.598 eV. The structure (SMILES) is CC1=N[C@](C)(Cl)N(C)C1. The HOMO energy is -8.7 eV. For the energy above the lowest of the compared OMol25 structures with the same formula, charge and spin, the calculation gives 29.1 kJ/mol.

The geometry in ORCA input format:
```
! RIJCOSX wB97M-V def2-TZVPD def2/J DEFGRID3
* xyz 0 1
Cl -1.9246 1.5555 -0.7493
N -0.3254 -0.9072 -0.6015
N 0.4070 1.2870 0.3444
C 0.3697 1.1592 -2.1145
C 0.6769 0.3473 1.1437
C -0.2904 0.9033 -0.7908
C 0.1997 -1.0297 0.7291
C 1.4388 0.5546 2.3984
C -1.6436 -1.4411 -0.7935
H -0.2383 0.7375 -2.9099
H -1.9805 -1.1992 -1.8002
H 1.3473 0.6854 -2.1214
H 1.1337 -0.1575 3.1621
H 1.3016 1.5714 2.7556
H 2.5008 0.4056 2.1947
H -0.5401 -1.3844 1.4634
H -2.3842 -1.0718 -0.0698
H 1.0522 -1.7181 0.7343
H 0.4825 2.2294 -2.2733
H -1.5829 -2.5273 -0.7015
*
```

=====

# C6H11ClN3O

The ion C6H11ClN3O with charge +1 in a non-equilibrium geometry (the ωB97M-V functional and the def2-TZVPD basis, the Open Molecules 2025 dataset).

The largest force on an atom comes out at 0.1037 Eh/bohr. Its frontier orbital gap is 8.505 eV. The HOMO energy is -12.5 eV. For the energy above the lowest of the compared OMol25 structures with the same formula, charge and spin, the calculation gives 291.9 kJ/mol.

The geometry in ORCA input format:
```
! RIJCOSX wB97M-V def2-TZVPD def2/J DEFGRID3
* xyz 1 1
Cl 0.1232 -1.4402 3.3578
O 0.5719 -1.7800 0.3773
N 1.0606 0.9132 2.6587
N 1.6132 2.0962 0.6685
N -0.4795 1.6705 -0.4066
C -0.1239 -2.0652 -0.8896
C 0.6598 -0.2681 2.1248
C 0.8588 1.2293 -0.1762
C 1.5542 1.9554 1.9810
C 0.6650 -0.6210 0.8550
C -1.5006 -1.6784 -0.7502
H 0.5011 -1.5881 -1.6570
H 0.1204 -3.1766 -1.1418
H 1.3667 1.1626 -1.1686
H -0.9807 1.6660 0.4429
H 2.2891 2.6091 0.2173
H 2.0742 2.7024 2.7276
H -2.0001 -2.3471 -0.1466
H -1.1380 1.2017 -1.0654
H -1.5559 -0.6326 -0.2547
H 0.8698 0.9900 3.6579
H -2.1424 -1.6443 -1.6540
*
```

=====

# C6H11ClNO

A cluster of 2 separate species, C6H11ClNO in total in a non-equilibrium geometry (the ωB97M-V functional and the def2-TZVPD basis, the Open Molecules 2025 dataset).

The largest force on an atom comes out at 0.0860 Eh/bohr. Its frontier orbital gap is 8.514 eV. The HOMO energy is -13.2 eV. For the energy above the lowest of the compared OMol25 structures with the same formula, charge and spin, the calculation gives 70.7 kJ/mol.

The geometry in ORCA input format:
```
! RIJCOSX wB97M-V def2-TZVPD def2/J DEFGRID3
* xyz 1 1
Cl -1.1785 -2.5674 1.2225
O 1.1871 -1.6328 -1.7527
N 0.9999 0.9359 0.6419
C -1.2739 0.5989 0.7850
C 0.0595 0.1624 1.2068
C 0.6037 1.7403 -0.4913
C 0.2669 -1.9991 0.3997
C -0.9029 1.4024 -0.5141
C 0.1342 -1.9242 -0.9433
H -1.8880 1.2639 1.5598
H 2.1320 -1.7461 -1.4966
H -1.4474 2.2999 -0.6725
H -1.9088 -0.1589 0.5720
H 1.1050 -2.2832 1.0588
H 0.6889 2.8514 -0.3132
H 1.1168 1.5668 -1.4623
H -0.9906 0.7046 -1.3743
H 2.0073 0.9918 0.9355
H -0.8295 -1.7493 -1.4222
H 0.1185 -0.4575 2.0604
*
```

=====

# C6H11ClNO2PS

An isolated molecule of C6H11ClNO2PS in a non-equilibrium geometry (the ωB97M-V functional and the def2-TZVPD basis, the Open Molecules 2025 dataset).

The largest force on an atom comes out at 0.0783 Eh/bohr. Its frontier orbital gap is 8.534 eV. The structure (SMILES) is CC(=O)[C@@H](CCC=S)N[P@H](=O)Cl. The HOMO energy is -9.1 eV.

The geometry in ORCA input format:
```
! RIJCOSX wB97M-V def2-TZVPD def2/J DEFGRID3
* xyz 0 1
Cl 3.8517 -0.5595 -0.9963
S -1.6573 -2.8319 -0.9825
P 2.2813 -0.8591 0.3267
O 2.6544 -0.4104 1.7021
O -1.0071 2.7069 -0.4308
N 0.8303 -0.4322 -0.4287
C -1.4945 0.0726 0.0558
C -0.0554 1.9676 -0.4717
C -2.0993 -2.4733 0.5500
C 1.2237 2.4529 -0.9545
C -0.0870 0.5495 0.0974
C -2.0497 -1.0124 1.0575
H 2.2637 -2.2453 0.2779
H -1.5926 -0.2609 -0.9727
H 2.1279 2.6430 -0.2102
H 0.1573 0.5379 1.1233
H -3.0694 -0.7829 1.2800
H 1.7288 1.6559 -1.4686
H -2.0215 1.0478 0.1892
H 0.6512 -0.7911 -1.3645
H 1.2095 3.3006 -1.6264
H -2.3466 -3.3864 1.2457
H -1.4992 -0.8892 2.0012
*
```

=====

# C6H11EuN5P

A structure of composition C6H11EuN5P in a non-equilibrium geometry (the ωB97M-V functional and the def2-TZVPD basis, the Open Molecules 2025 dataset).

The largest force on an atom comes out at 0.0363 Eh/bohr. Its frontier orbital gap (spin up / spin down) is 4.416 / 6.363 eV. The HOMO energy (spin up / spin down) is -1.3 / -3.5 eV. For the energy above the lowest of the compared OMol25 structures with the same formula, charge and spin, the calculation gives 66.1 kJ/mol.

The geometry in ORCA input format:
```
! RIJCOSX wB97M-V def2-TZVPD def2/J DEFGRID3
* xyz -1 8
Eu 0.8033 0.3690 1.5039
P 2.9173 -0.8574 -0.1631
N 1.9967 4.7813 1.1787
N 0.6599 4.4696 1.2243
N -0.1727 5.5044 1.6359
N 0.4359 3.1941 1.6007
N 1.6622 2.5996 1.5573
C -1.0884 -1.6130 -0.7501
C -1.7438 -1.1460 -1.9488
C -3.0121 -0.6208 -1.5970
C -3.1796 -0.7497 -0.1931
C 2.5522 3.5724 1.2983
C -1.9593 -1.2934 0.3536
H 2.5872 -1.7652 -1.2340
H 3.6117 3.3582 1.1977
H 3.7211 0.0249 -1.0054
H -3.7360 -0.2056 -2.2896
H -1.7818 -1.5658 1.4023
H -1.3647 -1.2402 -2.9679
H 3.9397 -1.7165 0.4237
H -1.0428 5.4687 1.1186
H -4.0650 -0.4711 0.3602
H 0.2976 6.3941 1.4884
H -0.1308 -2.1372 -0.7045
*
```

=====

# C6H11F2LuNO2S

A structure of composition C6H11F2LuNO2S in a non-equilibrium geometry (the ωB97M-V functional and the def2-TZVPD basis, the Open Molecules 2025 dataset).

The largest force on an atom comes out at 0.0579 Eh/bohr. Its frontier orbital gap is 2.696 eV. The HOMO energy is -19.1 eV. For the energy above the lowest of the compared OMol25 structures with the same formula, charge and spin, the calculation gives 74.8 kJ/mol.

The geometry in ORCA input format:
```
! RIJCOSX wB97M-V def2-TZVPD def2/J DEFGRID3
* xyz 3 1
Lu -1.8606 2.1449 3.1184
S 2.3995 -0.6429 -0.0719
F 0.0149 2.0271 2.0785
F 3.1456 0.2375 -1.1027
O 2.4701 -1.9905 -0.4373
O 2.8744 -0.3620 1.2183
N 0.7661 -0.1505 -0.1646
C 0.7131 1.3254 -0.2197
C -1.7179 0.9933 0.6389
C -0.9290 -2.4014 0.1429
C -0.5952 -2.0105 -1.1030
C -0.4190 1.8707 0.6391
C 0.2026 -0.7796 -1.4013
H -1.8054 -3.0135 0.3432
H 1.6445 1.6997 0.2363
H -0.3606 -2.1018 1.0247
H -2.4773 1.2759 1.4709
H -2.2730 1.0899 -0.3011
H 0.6602 1.7289 -1.2380
H -1.4401 -0.0592 0.8418
H -0.8985 -2.6543 -1.9297
H 0.9839 -1.0519 -2.1286
H -0.6765 2.8741 0.2785
H -0.4216 -0.0496 -1.9335
*
```

=====

# C6H11FN2

An isolated molecule of C6H11FN2 in a non-equilibrium geometry (the ωB97M-V functional and the def2-TZVPD basis, the Open Molecules 2025 dataset).

The largest force on an atom comes out at 0.1038 Eh/bohr. Its frontier orbital gap is 10.158 eV. The structure (SMILES) is [H]/N=C(/C)[C@@H](C)/C(F)=N/C. The HOMO energy is -9.3 eV. For the energy above the lowest of the compared OMol25 structures with the same formula, charge and spin, the calculation gives 171.8 kJ/mol.

The geometry in ORCA input format:
```
! RIJCOSX wB97M-V def2-TZVPD def2/J DEFGRID3
* xyz 0 1
F -0.8178 0.7123 -1.2554
N -1.9646 -0.5077 0.3723
N 1.8300 -2.1086 0.1734
C 0.5407 0.0087 0.8115
C 1.9801 -0.2656 -1.2223
C 1.4968 -0.8969 0.0330
C 0.8707 1.5251 0.9774
C -0.9479 0.0393 -0.1344
C -3.2804 -0.2856 -0.1066
H 0.4619 1.8618 1.9273
H 0.2905 -0.4202 1.7100
H 1.8982 1.8667 0.9258
H 1.7685 -2.5794 1.0414
H -3.9109 -1.0567 0.2520
H 0.1929 2.1306 0.2755
H 2.4532 -1.0037 -1.7969
H 2.7409 0.4832 -1.1964
H 1.1411 0.2623 -1.6397
H -3.5939 0.6983 0.0663
H -3.1500 -0.4641 -1.2143
*
```

=====

Repeat the fourth record exactly.
# C6H11ClNO

A cluster of 2 separate species, C6H11ClNO in total in a non-equilibrium geometry (the ωB97M-V functional and the def2-TZVPD basis, the Open Molecules 2025 dataset).

The largest force on an atom comes out at 0.0860 Eh/bohr. Its frontier orbital gap is 8.514 eV. The HOMO energy is -13.2 eV. For the energy above the lowest of the compared OMol25 structures with the same formula, charge and spin, the calculation gives 70.7 kJ/mol.

The geometry in ORCA input format:
```
! RIJCOSX wB97M-V def2-TZVPD def2/J DEFGRID3
* xyz 1 1
Cl -1.1785 -2.5674 1.2225
O 1.1871 -1.6328 -1.7527
N 0.9999 0.9359 0.6419
C -1.2739 0.5989 0.7850
C 0.0595 0.1624 1.2068
C 0.6037 1.7403 -0.4913
C 0.2669 -1.9991 0.3997
C -0.9029 1.4024 -0.5141
C 0.1342 -1.9242 -0.9433
H -1.8880 1.2639 1.5598
H 2.1320 -1.7461 -1.4966
H -1.4474 2.2999 -0.6725
H -1.9088 -0.1589 0.5720
H 1.1050 -2.2832 1.0588
H 0.6889 2.8514 -0.3132
H 1.1168 1.5668 -1.4623
H -0.9906 0.7046 -1.3743
H 2.0073 0.9918 0.9355
H -0.8295 -1.7493 -1.4222
H 0.1185 -0.4575 2.0604
*
```

=====

Copy entry 1 word for word.
# C6H11ClF5VW

A structure of composition C6H11ClF5VW in a non-equilibrium geometry (the ωB97M-V functional and the def2-TZVPD basis, the Open Molecules 2025 dataset).

The largest force on an atom comes out at 0.0663 Eh/bohr. Its frontier orbital gap (spin up / spin down) is 3.399 / 5.178 eV. The HOMO energy (spin up / spin down) is -6.5 / -8.1 eV. For the energy above the lowest of the compared OMol25 structures with the same formula, charge and spin, the calculation gives 89.9 kJ/mol.

The geometry in ORCA input format:
```
! RIJCOSX wB97M-V def2-TZVPD def2/J DEFGRID3
* xyz 0 5
W 2.0244 -0.5619 -1.0181
V -1.3660 -0.2351 2.0178
Cl -0.6372 -2.0833 2.9558
F -3.5645 2.1459 0.3562
F -2.2697 0.4182 -0.9338
F -4.9935 0.5031 0.0792
F -3.1890 -1.3363 0.1602
F -4.2231 0.9067 2.0767
C 1.3834 1.0015 -1.9720
C -0.5343 1.6500 2.0519
C -3.8690 0.8846 0.7526
C -2.6819 -0.0216 0.3670
C 1.6234 -2.2938 -1.9223
C 3.8738 -0.4606 -0.2963
H 2.5131 -2.8635 -2.1821
H 4.3349 0.5264 -0.3611
H -0.4362 1.7711 3.1476
H 4.5506 -1.1841 -0.7611
H 1.0114 -2.2080 -2.8196
H 1.0695 -2.9172 -1.2131
H 0.4158 1.6302 1.5120
H 1.6570 2.0198 -1.7006
H 3.7866 -0.7309 0.7656
H 0.6301 0.9262 -2.7552
H -1.1097 2.5125 1.6927
*
```

=====

What is the formula in the sixth record?
C6H11EuN5P